*1*
Density functional theory data (ωB97M-V/def2-TZVPD) for a molecular structure, C32H24ClMnN5O4S3.

The geometry in XYZ format:
```
70
Properties=species:S:1:pos:R:3:nbo_charge:R:1
Mn -0.63 -0.62 1.51 1.36
Cl 0.41 6.64 -0.22 -0.08
C 0.07 5.04 0.44 -0.14
C -1.02 4.87 1.30 -0.21
C -1.28 3.65 1.84 -0.24
C -0.48 2.49 1.55 0.45
O -0.73 1.39 2.11 -0.76
C 0.61 2.70 0.65 -0.29
C 1.53 1.66 0.29 0.20
N 1.44 0.40 0.56 -0.54
C 2.48 -0.41 0.07 0.16
C 3.12 -0.22 -1.13 -0.25
C 4.17 -1.07 -1.55 -0.21
C 4.55 -2.14 -0.79 -0.23
C 3.89 -2.41 0.43 -0.11
C 4.19 -3.52 1.25 -0.16
C 3.48 -3.72 2.39 -0.27
C 2.46 -2.81 2.74 0.07
N 2.17 -1.76 2.02 -0.41
C 2.85 -1.55 0.87 0.21
C 0.87 3.98 0.13 -0.12
H -1.66 5.72 1.53 0.21
H -2.14 3.49 2.49 0.22
H 2.42 2.02 -0.25 0.15
H 2.77 0.56 -1.79 0.24
H 4.65 -0.88 -2.50 0.20
H 5.35 -2.80 -1.12 0.19
H 4.98 -4.20 0.94 0.19
H 3.68 -4.57 3.03 0.20
H 1.84 -2.95 3.62 0.23
H 1.72 4.12 -0.54 0.20
S -0.54 -1.75 3.75 -0.54
C -2.16 -2.41 3.94 -0.06
C -2.44 -3.14 5.10 -0.27
C -3.68 -3.70 5.34 -0.27
C -4.69 -3.55 4.40 -0.27
C -4.43 -2.82 3.25 -0.23
C -3.19 -2.24 2.98 -0.21
S -3.01 -1.35 1.48 -0.46
H -1.65 -3.25 5.83 0.19
H -3.86 -4.26 6.26 0.18
H -5.68 -3.98 4.56 0.18
H -5.21 -2.69 2.51 0.20
C -1.16 -2.39 -3.24 -0.40
N 0.00 -2.79 -2.45 -0.47
C 1.30 -2.59 -3.09 -0.40
C -0.07 -2.47 -1.17 0.55
N -0.15 -2.18 -0.05 -0.48
H -1.16 -2.97 -4.17 0.18
H -1.13 -1.32 -3.47 0.22
H -2.07 -2.61 -2.68 0.23
H 1.33 -3.21 -3.99 0.18
H 2.09 -2.92 -2.42 0.21
H 1.45 -1.54 -3.34 0.23
O 0.53 0.35 -2.53 -0.73
C -0.45 1.04 -2.22 0.61
N -1.48 0.66 -1.46 -0.90
S -2.68 1.75 -1.51 2.31
O -3.11 2.17 -0.21 -0.93
O -3.71 1.35 -2.45 -0.97
C -1.74 3.04 -2.30 -0.30
C -2.03 4.37 -2.53 -0.19
C -1.06 5.14 -3.17 -0.21
C 0.15 4.57 -3.58 -0.23
C 0.42 3.23 -3.33 -0.21
C -0.54 2.47 -2.68 -0.05
H -2.96 4.80 -2.20 0.22
H -1.24 6.19 -3.34 0.20
H 0.89 5.19 -4.06 0.20
H 1.35 2.77 -3.62 0.22
```

Spin multiplicity: 6
Charge: -2
LUMO energy (spin up / spin down): 4.164 / 4.163 eV
HOMO level (spin up / spin down): -0.73 / -0.84 eV
Kohn-Sham gap (spin up / spin down): 4.89 / 5.01 eV
Expectation value of S²: 8.76

*2*
Density functional theory data (ωB97M-V/def2-TZVPD) for a molecular structure, C32H24ClMnN5O4S3.

The geometry in XYZ format:
```
70
Properties=species:S:1:pos:R:3:nbo_charge:R:1
Mn 0.05 -0.54 0.55 1.41
Cl -5.06 4.81 1.21 -0.08
C -3.81 3.59 1.37 -0.13
C -3.42 3.16 2.64 -0.19
C -2.45 2.21 2.78 -0.27
C -1.80 1.61 1.66 0.45
O -0.94 0.71 1.86 -0.79
C -2.21 2.08 0.36 -0.16
C -1.64 1.65 -0.88 0.22
N -0.64 0.86 -1.03 -0.59
C -0.09 0.63 -2.29 0.18
C -0.46 1.25 -3.47 -0.24
C 0.20 0.97 -4.68 -0.19
C 1.24 0.10 -4.74 -0.22
C 1.67 -0.55 -3.55 -0.11
C 2.73 -1.47 -3.53 -0.12
C 3.08 -2.08 -2.36 -0.27
C 2.36 -1.75 -1.19 0.12
N 1.38 -0.89 -1.19 -0.51
C 1.01 -0.29 -2.34 0.28
C -3.22 3.05 0.26 -0.16
H -3.90 3.59 3.52 0.20
H -2.15 1.85 3.75 0.21
H -2.12 2.10 -1.75 0.15
H -1.28 1.96 -3.48 0.20
H -0.15 1.47 -5.58 0.20
H 1.75 -0.13 -5.67 0.19
H 3.25 -1.70 -4.45 0.20
H 3.88 -2.80 -2.30 0.21
H 2.61 -2.21 -0.24 0.21
H -3.54 3.38 -0.73 0.20
S -1.32 -2.37 -1.66 -0.51
C -3.05 -2.17 -1.82 -0.19
C -3.67 -2.53 -3.03 -0.24
C -5.03 -2.42 -3.24 -0.28
C -5.84 -1.93 -2.22 -0.30
C -5.25 -1.56 -1.02 -0.20
C -3.87 -1.67 -0.77 -0.19
S -3.25 -1.16 0.79 -0.55
H -3.03 -2.91 -3.82 0.20
H -5.46 -2.72 -4.20 0.17
H -6.91 -1.83 -2.35 0.17
H -5.87 -1.17 -0.21 0.19
C -2.90 -4.50 2.00 -0.41
N -1.79 -3.84 2.70 -0.47
C -2.11 -3.24 3.99 -0.40
C -0.94 -3.16 1.95 0.59
N -0.21 -2.56 1.30 -0.53
H -3.44 -5.11 2.73 0.18
H -2.49 -5.14 1.22 0.21
H -3.55 -3.75 1.54 0.26
H -2.37 -4.02 4.70 0.18
H -2.94 -2.53 3.89 0.21
H -1.23 -2.71 4.35 0.23
O 1.74 -1.99 3.63 -0.62
C 2.34 -1.07 3.10 0.64
N 1.99 -0.39 1.98 -0.98
S 3.03 0.78 1.60 2.29
O 3.78 0.48 0.40 -0.96
O 2.44 2.09 1.66 -0.94
C 4.11 0.54 2.99 -0.22
C 5.25 1.23 3.37 -0.22
C 5.89 0.80 4.53 -0.22
C 5.39 -0.27 5.27 -0.23
C 4.24 -0.94 4.87 -0.17
C 3.61 -0.52 3.71 -0.13
H 5.62 2.06 2.79 0.22
H 6.79 1.31 4.86 0.20
H 5.91 -0.58 6.17 0.20
H 3.84 -1.77 5.43 0.23
```

Spin multiplicity: 6
Charge: -2
LUMO energy (spin up / spin down): 4.082 / 4.082 eV
HOMO level (spin up / spin down): -0.18 / -0.18 eV
Kohn-Sham gap (spin up / spin down): 4.26 / 4.26 eV
Expectation value of S²: 8.75

Which one is most stable, and which one is least stable? *1* is the most stable of them, while *2* is the least stable.